Record 1
The following is a DFT calculation (ωB97M-V/def2-TZVPD) of a molecular structure, C50H46O8P2Pd.

Values from the calculation:
Net charge: 0
LUMO: -0.069 Eh
Frontier orbital gap: 4.9 eV

```
107
Properties=species:S:1:pos:R:3:forces:R:3:lowdin_charge:R:1
C -1.922702 -0.820159 5.271214 -0.03 -0.06 0.35 -0.02
C -3.019046 -0.175375 4.431493 -0.43 -0.13 -0.47 -0.53
C -2.581794 0.923558 3.593166 -0.02 -0.41 0.37 -0.04
C -3.505096 1.890733 3.013595 -1.04 -0.27 -1.26 -0.44
C -3.389373 3.352325 3.429473 0.11 0.13 -0.20 -0.01
O -4.370173 1.582665 2.175113 0.84 0.29 1.05 0.02
O -4.170381 -0.623915 4.445707 0.34 0.18 0.56 -0.02
H -1.160720 -0.102378 5.599590 -0.09 -0.17 -0.22 0.07
H -2.361164 -1.277950 6.162308 -0.05 0.03 -0.19 0.08
H -1.446374 -1.620633 4.689006 0.01 0.18 0.05 0.07
H -1.574032 1.299965 3.779525 -0.16 -0.07 0.05 0.09
H -2.423334 3.585464 3.888538 -0.12 -0.04 -0.06 0.07
H -3.538266 3.974596 2.537883 0.05 -0.09 0.19 0.08
H -4.186622 3.614504 4.142035 0.21 -0.28 -0.16 0.09
C 4.741310 0.496268 -2.390840 0.03 -0.03 0.23 -0.09
C 4.803738 -0.865928 -2.087408 -0.03 -0.08 -0.37 -0.07
C 3.731015 -1.705803 -2.389450 0.21 0.46 0.12 -0.02
C 2.589465 -1.127532 -2.931655 -0.96 -0.33 0.85 -0.29
O 1.399894 -1.904865 -2.945488 0.65 -0.22 -0.60 -0.21
P 0.704304 -2.349868 -1.547634 -0.07 -0.26 -0.04 0.73
O -0.571159 -3.178399 -2.095177 0.00 0.27 -0.45 -0.20
C -0.849718 -3.507267 -3.432884 0.38 -0.07 0.28 -0.29
C -0.745595 -4.849351 -3.781699 -0.06 0.37 -0.22 -0.01
C -0.960169 -5.195483 -5.115508 -0.05 0.14 0.19 -0.08
C -1.279296 -4.209631 -6.050993 -0.03 -0.02 -0.07 -0.09
C -1.406772 -2.872384 -5.664691 0.04 -0.09 0.28 -0.07
C -1.197359 -2.505564 -4.334436 -0.08 -0.37 -0.07 -0.02
O 1.709558 -3.488760 -0.983237 0.24 -0.96 0.02 -0.21
C 1.441063 -4.746910 -0.445408 0.14 0.66 -0.60 -0.29
C 2.484616 -5.661296 -0.552775 -0.41 -0.24 0.04 -0.01
C 2.238657 -6.987095 -0.204816 0.07 0.29 0.13 -0.08
C 0.991214 -7.354642 0.301978 -0.11 -0.16 0.08 -0.10
C -0.009254 -6.398493 0.487521 0.21 0.25 -0.05 -0.07
C 0.209650 -5.066717 0.113415 0.02 -0.42 0.23 -0.04
Pd 0.430122 -0.692756 -0.101846 -0.33 -0.04 0.08 0.37
P -0.115380 1.401020 -0.651327 0.36 0.90 0.94 0.77
O 1.301202 2.182418 -0.874133 0.02 0.07 -0.24 -0.23
C 1.598175 3.531299 -1.090102 -0.51 -0.65 -0.19 -0.30
C 2.485800 4.146675 -0.218998 -0.25 0.09 -0.12 -0.02
C 2.686024 5.515222 -0.358806 0.05 -0.16 -0.14 -0.08
C 2.052675 6.211872 -1.389012 -0.06 0.29 -0.07 -0.09
C 1.231359 5.547031 -2.303123 0.13 -0.10 0.07 -0.07
C 1.014616 4.176306 -2.171678 0.17 0.35 0.12 -0.02
O -1.046088 1.678244 -1.963458 -0.15 -0.22 0.19 -0.21
C -2.287481 2.344692 -1.958947 0.58 0.28 0.03 -0.29
C -2.409612 3.410241 -2.843143 -0.27 0.10 0.31 -0.03
C -3.523768 4.241522 -2.724270 -0.12 -0.18 -0.07 -0.08
C -4.496640 3.977788 -1.756698 0.01 0.02 0.11 -0.09
C -4.374529 2.861525 -0.922843 -0.07 -0.11 -0.22 -0.06
C -3.283685 2.004961 -1.053148 -0.04 0.16 -0.16 -0.02
O -0.882148 2.347688 0.435530 -0.11 0.40 0.09 -0.22
C -0.352488 3.283440 1.330818 -0.35 -0.48 -0.70 -0.30
C -0.739813 4.609149 1.157780 0.29 -0.06 0.29 -0.01
C -0.192226 5.561062 2.018124 -0.16 -0.18 -0.28 -0.07
C 0.683461 5.165608 3.027315 0.11 0.15 0.27 -0.09
C 0.999397 3.821310 3.214984 0.01 -0.22 -0.17 -0.07
C 0.481800 2.853949 2.351276 -0.05 0.33 0.05 -0.03
C -0.368138 -1.090906 1.860933 -2.07 -0.21 1.81 -0.21
C 0.817007 -1.790123 2.443881 -0.37 -0.09 -0.67 -0.24
C 2.072827 -1.159615 2.509675 0.07 -0.12 -0.20 -0.05
C 3.214549 -1.877947 2.875278 -0.19 -0.20 0.03 -0.07
C 3.100915 -3.233574 3.216244 0.00 0.23 -0.14 -0.07
C 1.839061 -3.842023 3.246427 0.05 0.13 0.05 -0.07
C 0.701723 -3.115478 2.904461 0.44 -0.21 -0.23 -0.05
C -1.668964 -1.772560 1.811640 3.42 0.14 -0.74 -0.13
C -2.846184 -1.105590 1.991063 -0.24 1.73 -1.27 0.11
C 2.496016 0.224362 -3.248351 0.17 -0.20 0.36 -0.02
C 3.586697 1.040819 -2.948823 0.00 -0.21 -0.39 -0.08
H 5.590001 1.142037 -2.161658 -0.25 -0.17 -0.03 0.10
H 5.684379 -1.294374 -1.611223 -0.12 0.17 -0.16 0.11
H 3.746334 -2.765083 -2.139990 -0.05 0.34 -0.07 0.11
H -0.497223 -5.577438 -3.008853 -0.01 0.16 -0.26 0.12
H -0.870761 -6.240450 -5.405084 -0.06 0.23 -0.06 0.10
H -1.443150 -4.490788 -7.091375 0.05 0.09 0.26 0.10
H -1.663980 -2.098055 -6.386785 0.04 -0.28 0.10 0.11
H -1.310916 -1.475585 -3.993615 0.13 -0.30 -0.11 0.12
H 3.443930 -5.314150 -0.932202 -0.24 -0.18 -0.01 0.12
H 3.032584 -7.720908 -0.332797 -0.23 0.08 0.09 0.11
H 0.802447 -8.396666 0.565616 0.04 0.31 -0.06 0.10
H -0.972235 -6.674022 0.919390 0.28 0.00 -0.12 0.11
H -0.553408 -4.302503 0.277634 0.26 -0.32 -0.27 0.10
H 2.969952 3.551232 0.550909 -0.18 0.19 -0.04 0.13
H 3.337286 6.025974 0.347551 -0.11 -0.01 -0.22 0.11
H 2.215709 7.288164 -1.487403 -0.09 -0.36 0.02 0.10
H 0.749154 6.079491 -3.123302 0.22 -0.03 0.22 0.11
H 0.423483 3.608724 -2.889184 0.09 0.21 0.34 0.10
H -1.633758 3.589370 -3.585170 -0.18 0.03 0.24 0.11
H -3.623128 5.098969 -3.390526 -0.03 -0.23 0.17 0.10
H -5.363538 4.636688 -1.653232 0.36 -0.21 -0.04 0.10
H -5.111378 2.636973 -0.151560 0.13 0.09 -0.25 0.11
H -3.210716 1.097375 -0.456550 0.10 0.35 0.04 0.11
H -1.445479 4.858028 0.363142 0.28 -0.04 0.19 0.13
H -0.445284 6.612142 1.876758 0.07 -0.27 0.13 0.11
H 1.114514 5.917613 3.691370 -0.14 -0.24 -0.19 0.10
H 1.661847 3.503741 4.019326 -0.14 0.19 -0.13 0.11
H 0.700222 1.788525 2.448863 0.02 0.38 0.03 0.10
H -0.465839 -0.037564 2.174906 0.01 -0.48 -0.10 0.08
H 2.145454 -0.105451 2.243110 0.06 -0.18 -0.06 0.10
H 4.193782 -1.387931 2.872329 -0.42 -0.19 0.04 0.11
H 3.998955 -3.811054 3.463503 -0.41 0.25 -0.07 0.11
H 1.747177 -4.895128 3.527806 0.02 0.41 -0.02 0.11
H -0.282744 -3.572980 2.979320 0.30 0.04 -0.06 0.11
H -1.631422 -2.839748 1.578792 -0.23 0.11 0.81 0.09
H -2.930888 -0.129933 1.497950 -0.36 -0.37 0.61 0.06
H -3.763631 -1.624085 2.263361 0.20 0.30 0.08 0.11
H 1.561103 0.630529 -3.631138 0.19 -0.12 0.10 0.12
H 3.518800 2.107012 -3.154169 0.07 -0.17 0.05 0.11
```
Forces are in eV/Å.



Record 2
The following is a DFT calculation (ωB97M-V/def2-TZVPD) of a molecular structure, HN3O5S.

Values from the calculation:
Net charge: 0
LUMO (spin up / spin down): -0.097 / -0.084 Eh
Frontier orbital gap (spin up / spin down): 7.3 / 7.9 eV

```
10
Properties=species:S:1:pos:R:3:forces:R:3:lowdin_charge:R:1
N -1.764608 0.143623 0.024375 6.46 1.23 0.95 -0.20
N 0.392191 1.674420 0.191005 0.45 -1.53 -0.50 -0.47
N 0.860196 -1.712677 0.567344 1.54 2.08 1.04 -0.36
O -0.475039 2.307077 0.641047 -0.72 1.47 0.71 0.10
O 1.823836 -1.131541 1.061209 -1.89 -2.32 -0.85 0.08
O 1.562437 1.797707 0.081607 0.35 0.31 -0.08 0.11
O 0.393310 -2.786902 0.491056 0.76 -0.11 0.36 0.14
O 0.214832 -0.145062 -2.389549 -1.53 0.37 4.54 -0.45
S -0.376793 -0.070432 -0.474207 -0.55 0.06 -4.63 1.07
H -2.630366 -0.076215 -0.193887 -4.87 -1.55 -1.54 -0.02
```
Forces are in eV/Å.



Record 3
The following is a DFT calculation (ωB97M-V/def2-TZVPD) of a molecular structure, C32H40Cl3N7O10V2.

Values from the calculation:
Multiplicity: 3
Net charge: 0
LUMO (spin up / spin down): -0.077 / -0.063 Eh
Expectation value of S²: 2.135
Frontier orbital gap (spin up / spin down): 6.6 / 7.1 eV

```
94
Properties=species:S:1:pos:R:3:forces:R:3:lowdin_charge:R:1
O -24.569100 -17.527440 -10.513490 2.93 0.89 -2.25 -0.28
V -23.474790 -17.235160 -11.685590 -3.31 -0.23 2.61 1.01
O -20.112600 -19.233630 -12.495090 1.08 2.07 1.45 -0.25
V -19.822090 -17.797910 -11.862250 -4.13 -3.65 -2.98 1.16
C -21.900880 -17.896130 -15.312130 -0.81 -0.19 -0.13 -0.04
C -21.488950 -16.745670 -14.417560 1.00 -0.82 -1.23 -0.54
C -22.036490 -15.446060 -14.982000 -0.29 1.34 0.65 -0.05
O -21.711360 -17.059640 -13.075400 -0.13 0.15 2.71 -0.34
H -21.508040 -17.737230 -16.316390 -0.02 -0.08 -0.04 0.08
H -22.989470 -17.902520 -15.367270 -0.25 -0.02 -0.18 0.09
H -21.617670 -18.891590 -14.970160 0.36 0.21 0.19 0.06
H -20.406460 -16.689840 -14.532420 0.39 0.25 -0.09 0.11
H -21.554360 -14.580280 -14.528050 0.30 -0.08 0.16 0.00
H -23.092440 -15.211380 -14.847880 -0.37 -0.72 0.24 0.08
H -21.874500 -15.300320 -16.049990 0.29 -0.53 -0.06 0.07
C -21.270000 -18.496690 -8.003040 0.31 -0.55 -0.44 -0.05
C -21.718500 -19.088620 -9.367400 -0.63 -0.16 0.33 -0.53
C -23.158200 -19.578610 -9.125130 0.07 -0.30 0.00 -0.07
O -21.615910 -18.171760 -10.408700 0.14 3.23 -2.51 -0.36
H -20.294420 -18.016890 -8.081330 0.11 -0.03 0.13 0.06
H -21.257080 -19.258490 -7.223540 0.38 -0.28 -0.13 0.08
H -21.991160 -17.789600 -7.593100 -0.12 0.33 -0.53 0.07
H -21.105330 -19.869490 -9.817250 0.28 -0.95 1.26 0.13
H -23.702050 -18.820520 -8.561540 -0.10 -0.05 -0.11 0.07
H -23.141690 -20.487640 -8.523900 0.18 -0.03 0.18 0.08
H -23.750570 -19.827780 -10.005540 0.31 0.15 -0.12 0.05
N -17.207250 -18.326370 -14.157680 2.85 -0.34 -0.50 -0.61
O -16.346480 -17.752160 -14.853090 -1.35 0.21 0.33 0.00
O -18.146170 -17.685430 -13.638670 -2.34 2.52 1.40 -0.13
O -17.100810 -19.504430 -13.900470 -0.24 -1.61 0.23 0.01
N -26.039480 -15.606690 -12.751120 -3.28 4.80 1.66 -0.63
O -25.058230 -16.279010 -12.876360 5.96 -4.43 -1.18 -0.12
O -26.566550 -15.501330 -11.641820 -0.54 -0.55 0.30 0.01
O -26.378380 -14.885470 -13.687660 -0.47 -0.32 -0.70 0.01
N -21.585450 -22.301410 -16.194120 0.85 0.45 0.90 0.04
C -20.678240 -22.353190 -15.171980 -1.17 -0.28 -0.91 -0.16
C -19.630560 -21.479290 -15.014670 -0.76 -0.40 -0.30 -0.06
C -19.518060 -20.491810 -15.987630 1.42 0.58 0.37 -0.09
C -20.400600 -20.354030 -17.020040 -1.70 -1.36 -0.20 -0.07
C -21.459830 -21.307610 -17.067540 0.44 0.23 0.66 -0.15
H -20.904320 -23.143470 -14.471440 0.32 -0.17 0.21 0.09
H -18.977320 -21.586610 -14.161350 0.22 0.31 -0.15 0.10
H -18.672520 -19.824980 -15.905190 0.03 0.23 -0.02 0.10
H -20.365930 -19.555000 -17.745810 0.20 0.00 0.02 0.10
H -22.308850 -21.277670 -17.734380 0.26 0.35 -0.61 0.10
N -24.188410 -19.087120 -12.534740 0.31 -3.34 -1.89 -0.01
C -23.255610 -20.106020 -12.679700 -0.32 0.36 0.11 -0.09
C -23.558690 -21.414180 -13.038050 -0.54 0.77 -0.75 -0.02
C -24.885040 -21.717890 -13.318460 -0.46 -1.37 0.21 -0.07
C -25.882090 -20.809080 -13.176600 1.07 2.77 0.30 -0.03
C -25.449140 -19.488070 -12.889860 -0.24 0.68 1.45 -0.06
H -22.216200 -19.858560 -12.522280 -0.02 0.30 0.19 0.08
H -22.807090 -22.150310 -13.282200 0.26 0.19 0.38 0.10
H -25.261860 -22.688550 -13.605210 0.74 -0.48 -0.07 0.11
H -26.931620 -21.034390 -13.295400 0.08 0.12 -0.17 0.11
H -26.191320 -18.710640 -12.784240 -0.05 0.19 -0.08 0.12
N -19.519030 -15.728810 -11.376350 0.21 4.60 1.40 -0.02
C -19.977240 -15.065900 -10.240400 0.12 -1.56 -0.38 -0.09
C -19.748900 -13.732300 -9.906180 0.49 -0.92 -0.23 -0.06
C -19.050540 -12.955280 -10.791780 0.21 0.29 -1.44 -0.04
C -18.644800 -13.489190 -12.043090 -1.22 0.63 2.52 -0.05
C -18.912500 -14.822350 -12.220200 0.02 -1.33 -1.77 -0.11
H -20.589840 -15.682600 -9.599460 0.08 -0.19 0.23 0.10
H -20.015520 -13.312610 -8.947440 -0.45 -0.29 -0.01 0.12
H -18.941880 -11.901100 -10.583730 0.30 0.10 0.03 0.12
H -18.278950 -12.798350 -12.788280 0.26 -0.54 -0.26 0.10
H -18.709170 -15.182480 -13.217870 0.34 -0.63 -0.01 0.11
N -21.153260 -13.131300 -19.721400 -0.15 -2.19 0.67 0.06
C -20.638470 -12.941590 -20.921430 0.21 0.79 -0.39 -0.19
C -20.062290 -13.908420 -21.719490 0.69 -1.68 0.54 -0.06
C -20.020560 -15.230590 -21.226690 -0.65 0.58 -0.13 -0.07
C -20.490670 -15.481100 -19.948250 -0.89 0.83 0.12 -0.07
C -21.082080 -14.419890 -19.260720 0.09 1.29 -0.36 -0.13
H -20.732540 -11.929920 -21.287590 0.18 0.22 -0.14 0.10
H -19.530900 -13.690940 -22.634220 -0.48 0.24 -0.26 0.10
H -19.824270 -16.090370 -21.850110 0.72 0.16 -0.19 0.10
H -20.546660 -16.473050 -19.524800 0.12 -0.07 -0.05 0.09
H -21.586140 -14.568330 -18.317170 0.16 -0.14 0.21 0.08
N -23.221920 -15.158100 -10.835430 1.37 3.33 -1.62 0.03
C -23.386210 -14.888700 -9.559510 -0.91 0.44 1.40 -0.14
C -23.402650 -13.603150 -8.961870 0.92 -0.16 -0.61 -0.02
C -23.119400 -12.462320 -9.724710 0.83 -1.58 1.29 -0.06
C -22.880760 -12.678830 -11.057100 -0.16 -0.96 -0.90 -0.07
C -22.930410 -13.972630 -11.570150 -1.02 -1.58 0.16 -0.04
H -23.570040 -15.725450 -8.901890 -0.03 -0.26 -0.05 0.11
H -23.430090 -13.593600 -7.882260 -0.30 0.21 0.03 0.11
H -22.766240 -11.537410 -9.293180 -0.83 0.31 0.28 0.12
H -22.645880 -11.831470 -11.684170 0.11 -0.21 -0.36 0.07
H -22.825600 -14.119320 -12.635000 0.19 -0.16 -0.05 0.09
C -21.613800 -10.578430 -15.008910 0.59 -0.41 0.16 -1.50
Cl -20.515220 -9.772570 -16.129270 -0.12 -0.26 0.07 0.54
Cl -21.967490 -9.531850 -13.653760 -0.47 0.43 0.09 0.53
Cl -20.874120 -12.057220 -14.287050 -0.12 0.25 -0.57 0.54
H -22.509150 -10.873960 -15.555820 0.14 0.10 0.28 0.03
```
Forces are in eV/Å.



Record 4
The following is a DFT calculation (ωB97M-V/def2-TZVPD) of a single C10H11NO molecule.

Values from the calculation:
SMILES: CC[C@]1(O)C=Nc2ccccc21
Net charge: 0
LUMO: 0.018 Eh
Frontier orbital gap: 9.4 eV

```
23
Properties=species:S:1:pos:R:3:forces:R:3:lowdin_charge:R:1
C 1.672182 -0.885511 1.524921 -0.30 1.39 0.34 -0.08
C 2.101371 -0.478790 0.075267 0.36 -3.49 0.79 -0.18
C 1.165191 0.360649 -0.702552 0.08 3.74 0.49 -0.36
O 1.556231 0.606687 -2.083290 2.70 -1.70 3.21 0.03
C 1.012470 1.993478 0.032874 2.24 -1.22 -2.61 -0.01
N -0.156531 2.180205 0.405687 -1.04 0.79 0.89 0.08
C -0.930039 1.019662 0.200979 0.75 -0.67 -0.81 -0.24
C -2.259245 0.941043 0.496577 0.20 1.84 0.26 -0.03
C -2.952958 -0.153482 0.087689 -2.71 -0.19 1.47 -0.10
C -2.355978 -1.163868 -0.589468 0.31 -1.86 -1.73 -0.10
C -1.030589 -1.099150 -0.957169 2.91 0.42 1.52 -0.02
C -0.260952 -0.030355 -0.486309 -1.35 1.23 -0.22 -0.13
H 1.183817 -1.823357 1.742383 -0.45 -0.55 -1.07 0.06
H 0.926151 -0.135912 1.839729 0.77 -0.05 0.81 0.07
H 2.572844 -1.014908 2.142487 -0.32 0.91 0.08 0.08
H 2.073157 -1.513169 -0.342396 0.65 0.81 -0.78 0.13
H 3.129451 -0.150346 0.176048 0.01 0.35 -0.66 0.11
H 0.782306 0.817684 -2.504189 -2.99 0.89 -1.87 0.04
H 1.742795 2.889759 -0.158182 -1.03 -1.98 0.73 0.14
H -2.762647 1.821112 0.921285 0.28 -0.60 0.08 0.13
H -3.994992 -0.174320 0.485551 0.70 -0.42 -0.95 0.12
H -2.797212 -2.061344 -1.014055 -0.88 0.21 0.63 0.11
H -0.416818 -1.945757 -1.293869 -0.90 0.15 -0.59 0.13
```
Forces are in eV/Å.



DFT total energy in a.u., matching the order above: -3345.40549, -938.80640, -5647.35452, -517.56566